C30H69N3O24S6 | ωB97M-V with the def2-TZVPD basis set

Each line ends with the Mulliken charge.
Element x y z (Å)
C 15.89 -11.85 -18.29  -1.008
C 17.29 -11.34 -18.53  -0.860
N 18.31 -12.30 -18.11  0.231
C 18.62 -12.14 -16.69  -0.399
C 19.25 -13.40 -16.07  -1.396
C 19.53 -12.22 -18.88  -0.760
C 20.23 -10.84 -18.98  -1.057
H 15.18 -11.03 -18.50  0.218
H 15.62 -12.05 -17.25  0.595
H 15.61 -12.69 -18.92  0.122
H 17.41 -11.13 -19.59  0.581
H 17.33 -10.42 -17.94  0.175
H 19.30 -11.31 -16.43  0.315
H 17.75 -11.90 -16.06  0.386
H 19.12 -13.45 -14.99  0.423
H 18.76 -14.29 -16.47  0.328
H 20.31 -13.37 -16.32  0.293
H 19.32 -12.60 -19.89  0.406
H 20.27 -12.97 -18.61  0.392
H 20.90 -10.70 -18.13  0.303
H 19.58 -9.99 -19.15  0.284
H 20.86 -10.87 -19.87  0.409
C 14.76 -11.38 -23.75  -1.455
C 14.37 -11.35 -22.25  -0.520
N 13.14 -12.12 -22.04  0.843
C 13.20 -13.21 -21.06  0.545
C 14.27 -14.16 -21.58  -1.538
C 11.93 -11.31 -21.87  0.116
C 11.55 -10.48 -23.13  -1.207
H 15.18 -10.39 -23.97  0.410
H 13.92 -11.43 -24.43  0.308
H 15.44 -12.20 -23.99  0.320
H 15.09 -11.76 -21.54  0.205
H 14.21 -10.29 -22.04  0.485
H 13.34 -12.87 -20.03  -0.058
H 12.38 -13.93 -21.15  -0.272
H 14.18 -15.09 -21.01  0.512
H 14.03 -14.37 -22.62  0.218
H 15.32 -13.89 -21.57  0.493
H 12.01 -10.53 -21.09  0.212
H 11.12 -12.01 -21.72  -0.413
H 10.97 -9.65 -22.71  0.312
H 10.89 -11.02 -23.81  0.079
H 12.37 -9.94 -23.61  0.457
C 5.62 -12.18 -20.67  -1.424
C 6.30 -10.84 -20.96  0.471
N 7.06 -10.33 -19.80  0.990
C 7.54 -9.00 -20.13  -1.056
C 8.69 -9.00 -21.22  -0.327
C 6.32 -10.27 -18.52  -0.685
C 5.02 -9.46 -18.55  -1.403
H 5.47 -12.66 -21.64  0.466
H 4.64 -12.04 -20.22  0.347
H 6.25 -12.84 -20.08  0.074
H 7.08 -10.97 -21.70  -0.775
H 5.60 -10.06 -21.32  0.603
H 6.85 -8.28 -20.59  0.202
H 8.00 -8.44 -19.31  0.535
H 8.36 -9.33 -22.20  -0.258
H 9.02 -7.96 -21.22  0.612
H 9.46 -9.70 -20.91  -0.139
H 7.06 -9.81 -17.85  0.436
H 6.15 -11.27 -18.12  0.373
H 4.59 -9.47 -17.55  0.463
H 4.32 -9.92 -19.25  0.270
H 5.11 -8.41 -18.84  0.300
C 17.66 -14.00 -27.03  -0.148
C 18.02 -12.92 -28.05  -0.309
O 19.37 -13.11 -28.44  -0.317
S 20.18 -14.00 -27.34  1.051
O 21.11 -13.21 -26.59  -0.536
O 20.64 -15.19 -27.99  -0.535
O 18.90 -14.28 -26.36  -0.249
H 17.39 -14.95 -27.49  0.213
H 16.91 -13.70 -26.30  0.199
H 17.93 -11.94 -27.57  0.300
H 17.32 -12.90 -28.88  0.322
C 11.17 -16.35 -22.98  0.391
C 10.34 -15.19 -23.50  -0.010
O 9.99 -15.40 -24.87  -0.278
S 10.08 -16.99 -25.20  1.067
O 10.99 -17.24 -26.28  -0.550
O 8.79 -17.59 -25.21  -0.569
O 10.78 -17.45 -23.80  -0.412
H 10.87 -16.62 -21.97  0.266
H 12.24 -16.16 -23.08  -0.113
H 10.83 -14.22 -23.46  0.072
H 9.44 -15.08 -22.89  0.100
C 7.28 -10.63 -25.81  -0.443
C 6.53 -10.45 -24.48  0.438
O 6.26 -11.78 -24.08  -0.380
S 7.62 -12.67 -24.35  1.078
O 7.28 -14.04 -24.58  -0.652
O 8.68 -12.35 -23.43  -0.030
O 7.86 -11.96 -25.78  -0.394
H 8.11 -9.93 -25.86  0.296
H 6.76 -10.59 -26.76  0.268
H 5.61 -9.91 -24.65  0.489
H 7.22 -9.98 -23.78  -0.589
C 8.63 -12.93 -18.17  0.159
C 9.57 -12.53 -19.30  1.094
O 10.16 -13.74 -19.69  -0.012
S 10.57 -14.63 -18.38  0.938
O 11.72 -14.13 -17.71  -0.496
O 10.50 -16.01 -18.77  -0.598
O 9.25 -14.07 -17.52  -0.469
H 7.68 -13.36 -18.46  0.135
H 8.49 -12.11 -17.47  0.212
H 10.28 -11.71 -19.15  -0.263
H 9.01 -12.09 -20.13  -0.842
C 14.25 -18.49 -22.56  -0.320
C 15.66 -19.06 -22.87  -0.501
O 16.00 -18.49 -24.11  -0.305
S 15.61 -16.94 -24.02  1.108
O 15.25 -16.39 -25.29  -0.567
O 16.57 -16.16 -23.28  -0.563
O 14.32 -17.15 -23.06  -0.122
H 14.05 -18.53 -21.49  0.329
H 13.51 -19.11 -23.07  0.281
H 15.68 -20.14 -22.80  0.373
H 16.40 -18.79 -22.11  0.299
C 12.12 -11.01 -15.74  -0.314
C 13.17 -9.96 -16.02  -0.044
O 12.35 -8.81 -16.37  -0.393
S 11.02 -9.28 -17.13  1.091
O 11.26 -9.29 -18.55  -0.449
O 9.90 -8.54 -16.66  -0.586
O 11.03 -10.81 -16.65  -0.222
H 11.80 -10.98 -14.70  0.236
H 12.47 -12.01 -16.02  0.269
H 13.73 -10.17 -16.93  0.043
H 13.88 -9.76 -15.21  0.352

The calculation puts the total energy at -150842.41410 eV. For the energy relative to the best compared isomer or geometry (same formula, charge and spin), the calculation gives 0.00 kJ/mol. The gap between HOMO and LUMO comes out at 8.5 eV. The multiplicity is 1. Its total charge is 0.